1.
23
Properties=species:S:1:pos:R:3:nbo_charge:R:1 method="wB97M-V/def2-TZVPD" charge=+1 energy_ev=-9435.537 largest_force_ev_per_a=5.10 homo_lumo_gap_ev=7.95 lumo_ev=-4.2 e_homo_ha=-0.44503 de_lowest_ev=4.4347
C -2.13059 -1.35976 0.25933 -0.42
H 2.52777 1.07183 -1.79530 0.25
C 1.52140 -0.73807 -0.19406 0.51
H -1.64384 -1.91673 -0.59153 0.16
C 1.94071 1.43569 -0.88565 -0.44
H 2.02537 1.85952 1.66003 0.24
H -3.17889 -1.51369 0.07951 0.19
C 1.55833 0.93166 1.53909 -0.40
H 2.67685 2.19304 -0.49588 0.24
H 1.86347 0.11174 2.17272 0.24
H 0.59900 -2.44282 -0.82401 0.28
H 1.07186 1.89641 -1.27147 0.25
C 1.54488 -1.99166 -0.59195 -0.42
H -2.04359 1.82171 -0.46667 0.21
C -2.27669 0.79985 -0.57104 -0.41
H -1.93541 -2.08639 1.05338 0.22
H 2.38392 -2.60947 -0.41658 0.28
H -3.44078 0.74496 -0.59623 0.18
H -2.03728 0.30865 -1.59796 0.19
N 1.76637 0.46654 0.11698 -0.30
H 0.42982 0.91840 1.66868 0.24
H -1.54507 0.15295 1.35318 0.38
N -1.67760 -0.05434 0.39543 -0.67



2.
23
Properties=species:S:1:pos:R:3:nbo_charge:R:1 method="wB97M-V/def2-TZVPD" charge=+1 energy_ev=-9433.202 largest_force_ev_per_a=3.39 homo_lumo_gap_ev=5.99 lumo_ev=-8.7 e_homo_ha=-0.53913 de_lowest_ev=6.7701
H 1.11555 -1.22212 -1.00044 0.21
H -0.89706 -0.70805 -2.09393 0.22
C -0.66822 -0.35866 2.11494 -0.21
H 1.77283 -0.42159 -2.37785 0.23
H -0.02820 -0.98289 2.75629 0.27
C 0.44791 0.94614 -1.34732 -0.41
H 0.40699 1.39173 -0.33152 0.18
C 1.46844 -0.20771 -1.33718 -0.42
H -1.90379 0.82699 0.26834 0.25
H -1.76205 0.85981 -1.87935 0.24
C -1.52687 -0.15946 -0.11358 -0.40
H 3.06745 1.27189 -0.60573 0.23
N -1.96755 -0.65820 2.62158 -0.71
H 2.42727 0.04843 0.51381 0.18
C 2.73412 0.25128 -0.50334 -0.61
H -0.35226 0.67767 2.32087 0.30
H -2.65863 -0.16735 2.15919 0.37
H -2.07339 -1.60272 2.61201 0.38
H -2.36767 -0.84403 -0.36927 0.35
H 3.53490 -0.49003 -0.59252 0.23
C -0.94442 0.28155 -1.48194 -0.38
N -0.42423 -0.62360 0.72444 0.22
H 0.59888 1.89090 -2.05747 0.27



3.
23
Properties=species:S:1:pos:R:3:nbo_charge:R:1 method="wB97M-V/def2-TZVPD" charge=+1 energy_ev=-9438.797 smiles="C/C(N)=C/CCC[NH3+]" largest_force_ev_per_a=1.49 homo_lumo_gap_ev=9.26 lumo_ev=-3.2 e_homo_ha=-0.45713 de_lowest_ev=1.1750
H -1.91703 -0.14795 2.80138 0.24
C 0.59971 -1.38763 -1.56234 -0.22
H 0.50150 -1.95293 -0.64834 0.22
N 1.80204 -0.49617 -1.29252 -0.71
H 1.80857 0.26381 -1.97116 0.43
C -0.71230 -0.61113 -1.78648 -0.44
H 0.15946 1.21822 -0.94954 0.18
H -1.37048 1.46221 -1.64503 0.25
C -0.92640 0.30017 2.78979 -0.66
C -1.27415 0.54367 0.36567 -0.24
H -0.30245 -0.46552 3.25946 0.22
H 1.12608 1.92963 1.09860 0.39
C -0.81050 0.74387 -1.06104 -0.44
H -1.43225 -1.24452 -1.24998 0.24
H -1.15759 -0.68835 -2.78088 0.25
H -2.32228 0.25478 0.48407 0.22
H 1.75076 -0.09271 -0.31909 0.48
H -0.86754 1.13686 3.47609 0.23
H 2.64668 -1.02323 -1.48732 0.44
H 1.43300 0.77556 2.13832 0.39
C -0.46513 0.61557 1.41543 0.18
N 0.92231 0.94518 1.28440 -0.90
H 0.80797 -2.07938 -2.35949 0.24



4.
23
Properties=species:S:1:pos:R:3:nbo_charge:R:1 method="wB97M-V/def2-TZVPD" charge=+1 energy_ev=-9433.367 largest_force_ev_per_a=4.92 homo_lumo_gap_ev=4.81 lumo_ev=-8.0 e_homo_ha=-0.47081 de_lowest_ev=6.6047
H 2.20172 -1.88243 -1.23860 0.18
H -0.05737 0.35197 2.02445 0.19
H 1.61547 1.58741 -0.27461 0.28
C 1.06568 -0.43581 -0.22834 0.04
H -1.99567 -1.19575 0.90897 0.24
H -0.42142 2.04661 1.61633 0.24
H 3.37451 -0.14308 -2.30428 0.39
H 0.18489 -2.26465 -0.56252 0.35
H 0.24930 -1.81182 1.14459 0.27
H 1.18821 1.62781 2.17768 0.24
C -1.35966 -0.87810 0.08255 0.19
C 0.34170 1.25621 1.56301 -0.62
C -0.02932 -1.43954 0.15772 -0.62
H -1.76770 -0.90469 -0.93345 0.23
H 4.03870 0.22913 -0.96669 0.41
C 2.17564 -0.85868 -0.85717 0.01
N -3.57552 0.79047 -0.01943 -1.05
H -4.23729 1.41656 -0.44079 0.42
N 3.10922 0.06585 -1.34369 -0.85
H -2.70565 0.39072 -0.33503 0.33
H -4.01112 -0.09784 0.21921 0.36
H -0.15146 1.14470 -0.50207 0.20
C 0.76716 1.00497 0.11217 -0.43